Density functional theory data (the ωB97M-V functional and the def2-TZVPD basis) for C16H14BrCl2MgO5P as an isolated structure in a non-equilibrium geometry.

Properties
- M: 492.372 g mol⁻¹
- E: -136863.4314 eV
- Orbital gap: 5.074 eV
- Maximum force: 1.3 eV/A

```
! wB97M-V def2-TZVPD RIJCOSX def2/J DEFGRID3
* xyz 2 1
C 3.8169 -2.9337 0.2027
C 2.4736 -2.9225 -0.5606
C 1.8734 -1.5500 -0.5457
C 2.5484 -0.5297 -1.2305
C 2.0445 0.7503 -1.2817
C 0.8327 1.1243 -0.6680
C 0.3673 2.5459 -0.7747
P 1.4238 3.5517 0.3209
O 1.9920 2.6970 1.3814
O 2.5394 4.2077 -0.5970
O 0.5212 4.7426 0.7905
C 0.1352 0.1318 0.0006
C 0.6526 -1.1990 0.0742
C -0.1331 -2.1473 0.7808
O 0.3600 -3.1295 1.4437
C -1.6314 -1.9398 0.7669
Br -2.6928 -3.5541 0.8783
C -2.1636 -0.7099 0.7073
C -3.5732 -0.3640 0.6996
Cl -4.5195 -0.9643 2.0038
C -4.1054 0.3915 -0.2754
C -5.5128 0.8126 -0.4127
Cl -3.0765 0.9019 -1.5463
C -1.1349 0.4162 0.6892
O -1.3926 1.4061 1.2926
H 4.6258 -2.7021 -0.4799
H 3.8302 -2.1490 0.9535
H 4.0082 -3.8888 0.6722
H 2.6642 -3.1414 -1.6084
H 1.7871 -3.6629 -0.1803
H 3.4777 -0.7781 -1.7171
H 2.5952 1.4904 -1.8433
H -0.6665 2.6313 -0.4710
H 0.4684 2.8736 -1.8060
H 3.2708 3.5860 -0.6931
H 0.7351 4.9696 1.7077
H -5.5225 1.8851 -0.5970
H -6.0812 0.6219 0.4871
H -5.9617 0.3453 -1.2843
Mg -0.8759 -3.8167 2.7199
*
```

***

Density functional theory data (the ωB97M-V functional and the def2-TZVPD basis) for a 2-piece molecular cluster, C2H2N2O3 overall in a non-equilibrium geometry.

Properties
- M: 102.049 g mol⁻¹
- E: -11223.7298 eV
- Orbital gap: 8.998 eV
- ΔE to the lowest compared entry with this formula, charge and spin: 117.0 kcal per mole
- Maximum force: 5.0 eV/A

```
! wB97M-V def2-TZVPD RIJCOSX def2/J DEFGRID3
* xyz 0 1
C -1.8472 1.0421 -1.7312
C 1.7408 0.5696 0.3512
N -1.7595 0.1730 -0.9460
N -1.5426 -0.8501 -0.1830
O 2.6912 0.2483 -0.3253
O -2.2921 -1.1661 0.7069
O 0.8054 -0.2982 0.8812
H 1.5023 1.4683 0.7692
H 0.7017 -1.1869 0.4769
*
```

***

Density functional theory data (the ωB97M-V functional and the def2-TZVPD basis) for a 2-piece molecular cluster, C17H24F3NO7SSi overall in a non-equilibrium geometry.

Properties
- M: 471.526 g mol⁻¹
- E: -60692.8422 eV
- Orbital gap: 7.855 eV
- Structure (SMILES): C[Si](C)(CCC(F)(F)N(CC(=O)O)S(=O)(=O)F)c1ccccc1.C[C@@H]1COC(=O)O1
- Maximum force: 9.2 eV/A

```
! wB97M-V def2-TZVPD RIJCOSX def2/J DEFGRID3
* xyz 0 1
C -3.5780 -0.0338 2.8559
Si -3.9560 0.4860 1.0426
C -5.0765 2.0950 1.0325
C -2.3481 0.9359 0.0056
C -1.3137 1.8648 0.8545
C 0.0595 2.3188 0.1065
F 1.1356 2.2528 1.1700
F -0.0322 3.7968 -0.1960
N 0.5472 1.4780 -1.0211
C 0.8517 0.0504 -0.6818
C 2.3085 -0.3644 -1.3910
O 2.6331 -0.0681 -2.6590
O 3.3108 -1.1314 -0.6146
S -0.1391 1.7553 -2.5656
O -0.6205 0.4501 -3.3125
O -1.3058 2.7564 -2.6701
F 1.1296 2.3893 -3.5898
C -4.8029 -0.9576 0.0138
C -5.6543 -0.4474 -1.3297
C -6.3602 -1.5885 -2.2901
C -6.1617 -3.1581 -1.8471
C -5.3462 -3.6798 -0.5097
C -4.6396 -2.5381 0.4453
H -4.5902 -0.1629 3.4761
H -2.9849 -1.0631 2.8893
H -2.9513 0.7859 3.4072
H -5.2138 2.5348 -0.0670
H -6.1044 1.9280 1.5809
H -4.5005 2.9213 1.6394
H -2.7647 1.4097 -0.9855
H -1.9058 -0.1263 -0.3119
H -1.8936 2.8546 1.1550
H -1.0164 1.3277 1.8774
H 0.9825 -0.1959 0.4546
H 0.0765 -0.7447 -1.1024
H 3.0829 -2.1219 -0.6701
H -5.7195 0.7163 -1.5855
H -6.9297 -1.2247 -3.2517
H -6.6353 -3.9798 -2.5453
H -5.1955 -4.8084 -0.2059
H -4.0004 -2.7700 1.4199
C 6.4502 -0.8651 -0.4712
C 7.0294 -0.2820 0.8017
C 8.4176 0.2600 0.6403
O 8.9398 0.1497 1.9537
C 8.2737 -0.8878 2.5471
O 8.5866 -1.3893 3.6123
O 7.2126 -1.2886 1.7836
H 5.5066 -1.3792 -0.2603
H 6.2675 -0.0840 -1.2151
H 7.1223 -1.6129 -0.9067
H 6.3467 0.4705 1.2152
H 8.4247 1.3010 0.3075
H 9.0453 -0.3355 -0.0312
*
```

***

Density functional theory data (the ωB97M-V functional and the def2-TZVPD basis) for a 3-piece molecular cluster, C5H12N2O overall in a non-equilibrium geometry.

Properties
- M: 116.164 g mol⁻¹
- E: -10402.0674 eV
- Orbital gap: 7.953 eV
- ΔE to the lowest compared entry with this formula, charge and spin: 146.6 kcal per mole
- Maximum force: 5.9 eV/A

```
! wB97M-V def2-TZVPD RIJCOSX def2/J DEFGRID3
* xyz 0 1
C 0.0561 0.3348 -0.6540
C -1.3719 -1.6932 -0.7791
C -0.2664 -0.6080 1.5058
N 0.1530 -0.7582 0.1199
N 0.3317 0.2294 -2.0116
C 1.7747 1.1599 0.1606
C 1.6445 2.1012 1.0858
O -2.4665 -1.8625 0.0461
H -2.9673 -1.0351 0.0351
H -0.6978 1.0967 -0.4313
H 1.1038 -0.3990 -2.1965
H 0.4391 1.1183 -2.4802
H -1.6764 -1.3079 -1.7529
H -0.8349 -2.6256 -0.9217
H 2.7290 0.9454 -0.3174
H -0.8068 -1.5025 1.8275
H -0.9007 0.2723 1.6781
H 0.6127 -0.5421 2.1471
H 2.4531 2.7830 1.3589
H 0.6912 2.2932 1.5797
*
```

***

Density functional theory data (the ωB97M-V functional and the def2-TZVPD basis) for a 2-piece molecular cluster, C4H10O2 overall.

Properties
- M: 90.122 g mol⁻¹
- E: -8403.7414 eV
- Orbital gap: 10.696 eV
- ΔE to the lowest compared entry with this formula, charge and spin: 41.6 kcal per mole
- Structure (SMILES): C[C@H](C=O)CO.[H][H]
- Maximum force: 0.7 eV/A

```
! wB97M-V def2-TZVPD RIJCOSX def2/J DEFGRID3
* xyz 0 1
C -1.7041 -0.6279 0.0465
C -0.5977 0.3854 -0.2520
C 0.2974 -0.0721 -1.3853
O 1.4480 0.2835 -1.5428
C 0.1846 0.7686 1.0170
O 1.1467 1.7664 0.8007
H -2.2349 -0.9289 -0.8635
H -1.3082 -1.5343 0.5215
H -2.4387 -0.1898 0.7291
H -1.0570 1.3101 -0.6363
H -0.1674 -0.7634 -2.1246
H 2.2169 -1.6951 0.4507
H 2.4025 -1.1788 -0.0568
H -0.5259 1.1703 1.7489
H 0.6258 -0.1386 1.4661
H 1.7119 1.4449 0.0809
*
```

***

Density functional theory data (the ωB97M-V functional and the def2-TZVPD basis) for one molecule with the formula C4H9BO in a non-equilibrium geometry.

Properties
- M: 83.927 g mol⁻¹
- E: -7016.5163 eV
- Orbital gap: 9.692 eV
- ΔE to the lowest compared entry with this formula, charge and spin: 45.7 kcal per mole
- Maximum force: 4.2 eV/A

```
! wB97M-V def2-TZVPD RIJCOSX def2/J DEFGRID3
* xyz 0 1
B -0.7421 -0.2322 -0.0631
C -0.1618 1.1675 -0.0986
C 1.8408 0.3924 0.0595
C 1.5482 -1.0235 -0.0850
C -2.4008 -0.2772 0.0382
O 0.1438 -1.2170 0.1095
H -0.3840 1.9280 -0.8431
H -0.1067 1.5440 0.9380
H 2.3955 0.7473 -0.8039
H 2.1248 0.7940 1.0352
H 1.9777 -1.4274 -1.0343
H 2.0087 -1.6487 0.7095
H -2.8112 0.7372 0.2000
H -2.7662 -0.8670 0.7839
H -2.6668 -0.6175 -0.9458
*
```

***

Density functional theory data (the ωB97M-V functional and the def2-TZVPD basis) for C32H28Cl5N4O7Ru as an isolated structure.

Properties
- M: 858.932 g mol⁻¹
- E: -119125.8592 eV
- Orbital gap (alpha / beta): 8.344 / 6.618 eV
- ΔE to the lowest compared entry with this formula, charge and spin: 0.1 kcal per mole
- Maximum force: 0.6 eV/A

```
! wB97M-V def2-TZVPD RIJCOSX def2/J DEFGRID3
* xyz 0 6
Ru -0.3802 0.3060 -0.3525
Cl 3.8014 -3.2905 4.1884
C 3.1159 -2.0855 3.1693
C 3.5359 -1.9579 1.8499
Cl 4.7527 -3.0078 1.2347
C 2.9701 -0.9941 1.0251
Cl 3.4628 -0.8562 -0.6232
C 1.9704 -0.1235 1.4853
O 1.4171 0.7594 0.6905
C 1.5804 -0.2591 2.8311
Cl 0.3328 0.7712 3.4251
C 2.1291 -1.2276 3.6578
Cl 1.5731 -1.3969 5.2780
C -3.3794 -3.5073 6.3804
C -2.9590 -2.8900 5.0790
C -2.0397 -3.5176 4.2521
C -1.6340 -2.9640 3.0439
C -0.6316 -3.7423 2.2340
C -2.1863 -1.7342 2.6478
C -3.1475 -1.0960 3.4536
C -3.7814 0.2293 3.1268
C -3.5023 -1.6852 4.6585
C -1.6666 -1.0739 1.4319
O -2.2862 -0.1782 0.7946
O -0.4927 -1.3815 1.0141
H -2.6937 -4.2972 6.6818
H -4.3765 -3.9427 6.2959
H -3.4148 -2.7608 7.1738
H -1.6149 -4.4665 4.5558
H -0.5835 -4.7639 2.6108
H 0.3620 -3.3000 2.3040
H -0.8892 -3.7702 1.1765
H -3.0953 1.0421 3.3730
H -4.6787 0.3558 3.7316
H -4.0349 0.3262 2.0780
H -4.2305 -1.1849 5.2853
C 3.5625 3.1456 -2.9988
C 2.5266 2.0777 -3.0091
C 2.0433 1.2818 -4.0282
C 1.1120 0.4163 -3.4314
N 1.0347 0.6824 -2.1281
N 1.8901 1.6923 -1.8955
C 0.3156 -0.6645 -4.0751
H 3.9313 3.3140 -4.0072
H 4.4059 2.8622 -2.3693
H 3.1582 4.0840 -2.6210
H 2.3373 1.3066 -5.0606
H 2.0656 1.9365 -0.9268
H 0.9303 -1.1993 -4.7996
H -0.5479 -0.2499 -4.5934
H -0.0557 -1.3678 -3.3367
N -2.9436 3.2370 -0.6048
C -2.8807 3.2666 0.7681
C -1.6247 2.8706 1.0867
N -0.9047 2.5896 -0.0648
C -1.7573 2.8225 -1.0556
H -3.7746 3.2772 -1.1729
H -3.7217 3.5414 1.3743
H -1.1685 2.7762 2.0528
H -1.5427 2.6871 -2.1006
O -3.8076 0.7132 -2.1230
C -2.9090 -0.1126 -2.0777
O -1.6494 0.2225 -2.0164
C -3.2042 -1.5768 -2.1609
C -2.3103 -2.5364 -1.7088
C -2.6075 -3.9005 -1.7624
C -3.8212 -4.2444 -2.3040
O -4.3441 -5.4921 -2.4793
C -5.6214 -5.3023 -3.0849
O -5.8362 -3.9066 -3.2576
C -4.7142 -3.2897 -2.7694
C -4.4434 -1.9505 -2.7077
H -1.3534 -2.2367 -1.2882
H -1.9206 -4.6470 -1.3965
H -6.3949 -5.7085 -2.4255
H -5.6309 -5.7939 -4.0635
H -5.1429 -1.1999 -3.0389
*
```

***

Density functional theory data (the ωB97M-V functional and the def2-TZVPD basis) for a 2-piece molecular cluster, C4H8NO4P overall in a non-equilibrium geometry.

Properties
- M: 165.085 g mol⁻¹
- E: -23249.0629 eV
- Orbital gap: 7.749 eV
- ΔE to the lowest compared entry with this formula, charge and spin: 0.0 kcal per mole
- Maximum force: 4.5 eV/A

```
! wB97M-V def2-TZVPD RIJCOSX def2/J DEFGRID3
* xyz -2 1
C -0.6228 -2.7022 2.6485
C 1.1480 -0.2532 -1.6643
C 0.6828 -0.5182 -0.1666
C -0.6418 0.0266 -0.0509
N -1.0683 -2.0747 3.5355
O -1.9935 2.5731 0.2791
O 0.5640 2.4481 0.2283
O -0.3404 -3.3833 1.6926
O -0.7612 2.2274 -1.9011
P -0.8586 1.8573 -0.4371
H 0.7025 0.7199 -1.9173
H 0.7397 -0.9776 -2.3791
H 2.3503 -0.2513 -1.7936
H 1.2349 0.1843 0.6016
H 0.6897 -1.6072 -0.0675
H -1.0142 -0.0004 0.9965
H 0.5114 2.2694 1.1863
H -1.3226 -0.5379 -0.7910
*
```